1.
C8H15Cl2GdN5 as an isolated structure at a distorted geometry. Source: OMol25; level of theory: ωB97M-V with the def2-TZVPD basis set.

```
31
Properties=species:S:1:pos:R:3:forces:R:3
H 0.164 -2.048 -0.907 -0.36 -0.55 0.03
H -1.649 0.873 -2.758 -0.30 -0.27 -0.13
H 6.142 1.646 0.897 0.26 -0.44 0.22
H -3.306 -0.097 0.499 -0.06 -0.18 -0.47
C -2.606 -0.103 -0.350 -0.30 0.90 -0.39
C -2.077 -0.144 -2.804 -0.33 0.46 0.71
H 2.643 0.250 3.512 0.02 0.17 -0.62
H -3.941 0.629 -1.881 0.26 -0.58 -0.27
N 4.260 0.979 2.328 -1.03 -0.20 -1.67
C -3.218 -0.201 -1.748 0.21 -0.12 0.49
H -2.050 0.878 -0.302 -0.76 -0.88 0.04
Gd -0.235 0.039 1.472 0.64 0.30 0.49
Cl -0.431 2.215 0.104 0.38 1.48 -0.57
N 3.026 1.101 0.423 0.60 -0.50 1.92
C -0.746 -1.520 -1.175 0.45 -0.50 0.24
C 2.993 0.587 2.531 0.38 0.12 -0.24
H -1.527 -1.602 0.739 0.13 -1.14 1.08
Cl 0.772 -2.355 1.650 0.64 -0.79 0.21
N 2.223 0.645 1.420 2.63 0.90 -0.27
C -1.355 0.124 3.296 -1.96 -0.62 0.67
H -2.546 -0.297 -3.767 0.14 0.08 -0.49
H -1.688 -0.914 3.619 0.72 0.61 -0.10
H -2.373 0.581 3.074 0.83 0.24 0.19
C -0.903 -1.137 -2.590 -0.76 1.42 -0.52
N 4.220 1.237 0.996 -1.33 -0.15 1.64
H -0.001 -0.622 -2.947 0.00 -0.36 -0.04
C -1.607 -1.187 -0.223 -0.37 0.21 -1.03
H -3.714 -1.187 -1.744 -0.20 0.42 -0.52
H 5.311 1.738 -0.580 0.02 -0.11 0.56
N 5.295 1.900 0.430 -0.79 0.43 -1.16
H -1.077 -2.008 -3.216 0.24 -0.36 0.01
```
Positions in Å, forces in eV/Å.

Computed properties:
Net charge   -1
Highest occupied orbital energy (spin up / spin down)   -2.32 / -2.23 eV
E   -61867.69595 eV
Multiplicity   8
LUMO (spin up / spin down)   2.69 / 2.69 eV
⟨S²⟩   16.117

2.
C8H15ClNO2RhYb as an isolated structure at a distorted geometry. Source: OMol25; level of theory: ωB97M-V with the def2-TZVPD basis set.

```
29
Properties=species:S:1:pos:R:3:forces:R:3
Rh -0.177 -0.660 0.081 1.21 -5.26 6.67
H -1.769 0.159 -4.255 0.19 -0.40 -0.31
N 0.053 0.379 1.774 1.32 0.98 1.60
C 0.693 0.708 4.028 -0.08 0.96 0.92
H 0.081 0.283 4.853 0.62 0.18 -0.40
H -2.648 -1.490 0.115 0.20 0.22 0.12
C -2.016 -0.861 0.778 -3.85 -0.52 1.35
C 2.218 0.145 -3.164 3.89 1.01 -1.05
H 1.749 0.844 4.347 -0.71 -0.34 -0.06
H 2.899 -0.661 -2.813 0.00 0.46 -0.24
H -0.310 -0.366 -5.197 -0.45 -0.13 0.22
H -0.816 2.308 4.062 0.59 0.12 -0.54
H 2.279 0.217 -4.272 0.24 0.02 0.45
H 2.532 1.110 -2.713 0.18 -0.43 -0.31
C 0.084 2.014 3.480 0.35 0.06 1.34
C -0.285 1.645 2.073 -0.86 1.42 -1.07
H -0.621 -2.609 -1.446 0.28 0.23 -0.11
C -0.916 -0.553 -4.284 -2.58 -0.45 -3.31
Yb 0.281 -0.338 -2.605 2.24 -1.41 -6.56
H -2.527 0.118 0.890 0.20 -0.39 -0.16
O -0.824 2.407 1.290 -0.12 0.43 0.46
O 1.002 -1.352 2.840 0.20 -0.22 0.35
H -2.017 -1.343 1.780 0.09 0.13 -0.45
H 1.172 -2.255 -1.236 -0.28 -0.22 -0.69
C 0.150 -1.820 -1.301 1.35 -8.05 1.60
H 0.835 2.832 3.470 -0.69 -0.29 -0.02
Cl -0.407 0.930 -1.103 -4.23 13.36 0.29
C 0.615 -0.194 2.845 0.72 -1.92 0.21
H -1.310 -1.593 -4.313 -0.05 0.44 -0.29
```
Positions in Å, forces in eV/Å.

Computed properties:
Net charge   -1
Highest occupied orbital energy (spin up / spin down)   -2.27 / -4.92 eV
E   -61175.58559 eV
Multiplicity   6
LUMO (spin up / spin down)   3.03 / 2.25 eV
⟨S²⟩   8.761

3.
An isolated molecule of C8H15ClOSi at a distorted geometry. Source: OMol25; level of theory: ωB97M-V with the def2-TZVPD basis set.

```
26
Properties=species:S:1:pos:R:3:forces:R:3
C 1.986 1.453 -0.209 0.79 -0.13 2.81
C -1.773 -1.043 -1.051 -1.37 -1.56 -1.00
H -1.402 -1.187 -2.118 -0.41 0.49 1.23
C 1.424 -2.405 0.033 -2.43 -1.00 3.42
C -1.198 0.139 1.828 2.36 0.75 -2.57
H -0.813 2.350 -0.275 -1.12 0.87 0.81
Si -0.566 -0.147 0.046 -0.28 0.08 0.33
H -0.804 1.478 -1.786 -2.06 -0.14 -1.71
C 2.186 -0.037 -0.022 -3.45 -1.40 -0.29
H 2.134 -2.692 -0.685 1.25 -0.27 -0.66
H 1.252 1.696 -2.157 0.60 -1.13 -1.88
C 0.985 1.948 -1.189 -0.26 2.25 1.70
H -0.456 -0.255 2.469 0.22 -0.74 1.15
H -2.257 -2.053 -0.798 1.01 1.32 0.09
H -1.057 1.195 1.839 0.26 1.13 0.37
H -2.194 0.019 2.016 -2.50 -1.07 0.76
H 0.458 -2.898 -0.240 0.72 0.10 0.20
C 1.148 -0.942 0.104 1.57 2.33 -1.32
H 1.010 3.092 -1.254 0.32 -1.36 0.49
C -0.430 1.547 -0.827 1.87 -1.42 0.57
H 1.662 -2.815 1.127 -0.13 0.63 -2.36
H 2.915 1.899 -0.398 1.59 0.46 -0.60
H -2.651 -0.348 -1.054 0.56 -0.38 -0.35
H 2.227 1.923 1.839 0.40 -0.39 -0.68
O 1.591 1.956 1.115 -1.17 0.60 -0.40
Cl 3.753 -0.631 0.166 1.66 -0.02 -0.10
```
Positions in Å, forces in eV/Å.

Computed properties:
Highest occupied orbital energy   -8.71 eV
E   -30985.91707 eV
Multiplicity   1
LUMO   0.71 eV

4.
An isolated ion of composition C8H15F2N2Si and charge +1 at a distorted geometry. Source: OMol25; level of theory: ωB97M-V with the def2-TZVPD basis set.

```
28
Properties=species:S:1:pos:R:3:forces:R:3
C -1.472 -1.507 1.341 -0.43 1.71 -0.84
H 4.196 0.138 -2.078 -0.77 0.84 -0.60
H -2.253 -0.596 -1.760 0.61 -0.89 -0.03
H -1.204 2.583 0.953 1.77 2.85 -1.70
C -2.179 0.294 -1.164 -4.80 -2.61 2.75
Si -1.393 0.210 0.548 0.16 -0.46 -1.32
H 1.312 1.604 1.563 -0.16 -0.98 -1.15
C 1.273 -0.623 -1.079 -1.81 3.86 5.38
H 4.374 -1.080 -1.025 1.70 -1.09 1.47
C 2.692 0.498 0.258 1.00 -0.14 0.04
H -0.526 -1.673 1.820 0.19 -0.68 0.28
C 3.659 -0.691 -1.661 0.08 -2.65 -1.40
F 1.252 -2.728 -1.954 0.95 -1.10 0.39
H 3.744 0.749 0.568 -1.63 -0.09 -0.26
H -2.565 2.116 1.786 -0.29 -0.51 -0.89
H -1.841 -2.235 0.647 0.87 -0.61 -1.02
C -1.550 1.806 1.486 -2.70 -2.85 2.01
H 3.473 -1.568 -2.374 -0.15 1.75 0.79
N 0.455 0.299 0.072 1.03 -3.83 -4.48
H -1.231 1.724 2.499 1.40 0.05 0.67
N 2.547 -0.407 -0.788 -2.10 2.00 -0.23
H -2.310 -1.595 1.975 -0.67 0.39 1.68
C 1.437 0.881 0.708 2.42 1.08 1.69
C 0.656 -1.520 -2.050 1.87 -0.98 -0.22
H -3.344 0.529 -1.217 2.20 -0.14 0.86
H -0.325 -1.769 -1.876 -2.71 0.47 0.22
F 0.920 -1.113 -3.282 -0.30 0.86 -1.27
H -1.806 0.987 -1.747 2.27 3.75 -2.85
```
Positions in Å, forces in eV/Å.

Computed properties:
Net charge   +1
Highest occupied orbital energy   -13.24 eV
E   -24824.41857 eV
Multiplicity   1
LUMO   -3.87 eV

5.
An isolated ion of composition C8H15N2 and charge +1 at a distorted geometry. Source: OMol25; level of theory: ωB97M-V with the def2-TZVPD basis set.

```
25
Properties=species:S:1:pos:R:3:forces:R:3
H -2.722 -1.382 1.235 0.11 1.15 -1.30
C -2.207 -1.476 0.235 -0.53 -1.75 0.14
C -2.629 1.418 0.033 -0.62 -1.19 -1.27
H 0.023 -2.723 -0.390 -0.44 -1.14 -0.18
H -0.006 2.277 -0.624 0.11 -0.36 0.38
C 0.100 -0.812 -0.015 1.07 2.48 -0.09
H 2.701 -0.460 0.869 0.23 -0.55 0.59
C -0.120 1.543 0.203 1.61 0.08 -2.73
H 0.009 2.127 1.074 -0.11 0.22 1.29
H -2.690 2.484 -0.042 -0.02 0.42 0.32
H 1.562 -2.026 -0.409 0.66 -0.28 0.14
C 0.954 0.405 0.037 0.02 -0.81 0.17
H 2.230 1.284 -1.283 2.09 2.37 -0.71
N 0.612 -1.982 -0.116 0.37 -1.44 -0.07
H -2.903 -1.477 -0.683 0.92 -0.45 1.77
C -1.422 0.859 0.013 -0.79 1.41 1.30
H -3.582 0.872 -0.174 1.05 0.39 0.51
H 2.393 1.133 1.337 1.08 1.73 0.44
H -1.741 -2.473 0.538 -0.49 0.94 -1.46
H 2.342 -0.521 -1.462 0.26 0.81 0.20
N -1.142 -0.503 -0.005 -3.15 -1.70 1.09
H 1.487 -0.045 2.302 0.71 0.16 -2.50
H 1.009 0.356 -2.120 -0.48 0.41 -0.85
C 1.741 0.398 -1.348 -2.02 -2.34 2.09
C 1.934 0.206 1.233 -1.64 -0.53 0.73
```
Positions in Å, forces in eV/Å.

Computed properties:
Net charge   +1
Highest occupied orbital energy   -13.09 eV
E   -11512.35327 eV
Multiplicity   1
LUMO   -2.97 eV

6.
An isolated ion of composition C8H15N2 and charge +1 at a distorted geometry. Source: OMol25; level of theory: ωB97M-V with the def2-TZVPD basis set.

```
25
Properties=species:S:1:pos:R:3:forces:R:3
H -0.913 -0.895 2.555 -0.55 -0.39 0.04
H -1.466 0.510 -0.862 -1.18 0.97 0.32
H 1.983 -0.416 -0.271 1.23 1.12 0.72
C -0.382 2.786 0.196 -1.79 -0.64 0.66
H 3.503 0.523 -0.650 -1.61 0.34 1.57
C 0.346 1.490 -0.268 -2.12 1.32 0.15
H -0.277 -2.251 1.889 2.45 -2.39 -0.19
H -2.442 -0.618 1.015 0.28 -0.26 -0.69
N -1.017 -1.653 1.883 -1.84 2.47 -1.11
H 2.097 2.506 0.054 -0.50 0.54 0.27
H -2.517 -1.820 -1.075 -0.74 0.13 -0.17
C 0.024 -0.767 -1.456 1.16 -1.27 1.15
C 2.598 0.486 0.088 -0.41 -1.94 -1.34
H -0.187 -2.868 -1.811 0.61 -0.99 -0.74
H 2.897 0.255 1.153 -0.07 0.63 -1.22
H -1.874 -3.183 -0.216 -0.38 -1.63 0.41
H 0.881 -0.543 -2.078 0.08 -0.71 -0.42
C -0.424 0.412 -0.728 1.31 0.20 0.32
C -0.425 -2.037 -1.221 -0.48 2.94 -0.34
C -1.709 -1.408 0.788 -0.43 1.51 2.58
N 1.645 1.616 -0.004 2.20 -2.13 -0.30
C -1.733 -2.168 -0.436 1.25 0.57 -0.59
H -1.249 2.365 0.923 1.82 1.49 -1.72
H 0.290 3.462 0.772 -0.49 -0.74 -0.21
H -0.805 3.434 -0.632 0.21 -1.17 0.85
```
Positions in Å, forces in eV/Å.

Computed properties:
Net charge   +1
Highest occupied orbital energy (spin up / spin down)   -11.32 / -11.32 eV
E   -11510.29598 eV
Multiplicity   1
LUMO (spin up / spin down)   -4.39 / -4.39 eV

What are the ΔE to the lowest compared entry with this formula, charge and spin values for these records? In order: 0.0; 106.9; 0.0; 39.5; 14.5; 62.0 kcal/mol.